# 1
27
Properties=species:S:1:pos:R:3 method="wB97M-V/def2-TZVPD" smiles=Cc1ccc(O)cc1.CCC largest_force_ev_per_a=2.6 de_lowest_kj_mol=121.13 lumo_energy_ev=0.932 homo_lumo_gap_ev=9.31 charge=0 e_homo_ev=-8.4
C -0.30 -3.86 -0.26
C -0.58 -2.53 0.36
C -0.99 -1.46 -0.42
C -1.19 -0.19 0.10
C -0.88 -0.01 1.44
O -1.00 1.21 2.09
C -0.46 -1.03 2.28
C -0.30 -2.29 1.69
H 0.72 -4.05 -0.59
H -0.97 -4.13 -1.08
H -0.47 -4.65 0.48
H -1.12 -1.66 -1.48
H -1.45 0.68 -0.49
H -1.16 1.94 1.47
H -0.12 -0.83 3.28
H 0.05 -3.10 2.32
C 1.71 1.47 -1.59
C 1.17 2.43 -0.50
C -0.09 3.20 -0.77
H 1.32 0.44 -1.52
H 1.47 1.70 -2.63
H 2.79 1.36 -1.62
H 2.00 3.11 -0.37
H 1.14 1.74 0.35
H -0.03 4.03 -0.05
H -1.11 2.82 -0.70
H -0.15 3.64 -1.77

# 2
27
Properties=species:S:1:pos:R:3 method="wB97M-V/def2-TZVPD" smiles=CCc1ccccc1.CCO largest_force_ev_per_a=4.9 de_lowest_kj_mol=257.12 lumo_energy_ev=0.805 homo_lumo_gap_ev=9.56 charge=0 e_homo_ev=-8.8
C 1.18 2.29 0.10
C 0.06 1.84 1.16
C -1.06 1.68 0.19
C -1.20 0.46 -0.46
C -2.18 0.38 -1.47
C -3.03 1.42 -1.86
C -2.85 2.60 -1.20
C -1.96 2.74 -0.17
H 1.91 2.83 0.69
H 0.80 2.96 -0.69
H 1.62 1.38 -0.35
H 0.20 0.97 1.69
H -0.07 2.71 1.84
H -0.74 -0.50 -0.25
H -2.28 -0.62 -1.89
H -3.62 1.21 -2.70
H -3.34 3.48 -1.58
H -1.76 3.71 0.19
C 1.74 -3.31 1.78
C 1.89 -3.27 0.22
O 3.01 -4.15 0.00
H 1.58 -4.38 1.96
H 0.91 -2.83 2.16
H 2.79 -3.22 2.14
H 1.17 -3.70 -0.50
H 2.04 -2.27 -0.14
H 3.20 -4.43 -0.85

# 3
27
Properties=species:S:1:pos:R:3 method="wB97M-V/def2-TZVPD" smiles=CCc1ccc(O)cc1.CC largest_force_ev_per_a=5.0 de_lowest_kj_mol=353.57 lumo_energy_ev=0.838 homo_lumo_gap_ev=9.17 charge=0 e_homo_ev=-8.3
C 0.77 -0.45 -2.83
C 1.75 -0.87 -1.68
C 1.53 -0.19 -0.33
C 0.44 0.61 -0.29
C 0.14 1.30 0.86
C 1.18 1.59 1.81
O 1.15 2.18 2.99
C 2.31 0.78 1.66
C 2.47 -0.27 0.72
H 1.16 -0.91 -3.86
H 0.70 0.60 -3.14
H -0.26 -0.90 -2.57
H 1.77 -1.98 -1.68
H 2.59 -0.38 -2.02
H -0.27 0.80 -0.93
H -0.82 1.86 0.78
H 0.61 2.90 2.95
H 3.18 0.78 2.52
H 3.01 -1.14 0.60
C -2.74 -1.46 1.03
C -3.10 -0.19 0.11
H -1.96 -1.21 1.75
H -3.66 -1.71 1.53
H -2.40 -2.22 0.42
H -3.31 0.66 0.73
H -3.92 -0.40 -0.54
H -2.33 0.19 -0.60

# 4
27
Properties=species:S:1:pos:R:3 method="wB97M-V/def2-TZVPD" smiles=CCc1ccc(O)cc1.CC largest_force_ev_per_a=2.4 de_lowest_kj_mol=135.46 lumo_energy_ev=0.876 homo_lumo_gap_ev=9.36 charge=0 e_homo_ev=-8.5
C 1.11 -0.58 -1.84
C 0.24 -1.27 -0.79
C 0.24 -0.51 0.54
C -0.03 0.84 0.57
C 0.01 1.52 1.79
C 0.43 0.86 2.92
O 0.43 1.46 4.16
C 0.95 -0.42 2.83
C 0.89 -1.08 1.61
H 2.17 -0.63 -1.60
H 0.67 0.39 -2.03
H 1.10 -1.13 -2.78
H -0.79 -1.45 -1.12
H 0.60 -2.28 -0.59
H -0.42 1.37 -0.29
H -0.26 2.56 1.89
H 0.32 2.41 4.05
H 1.38 -0.87 3.71
H 1.24 -2.10 1.60
C -1.11 -0.64 -4.56
C -2.47 -0.01 -4.30
H -0.82 -0.80 -5.58
H -0.36 0.06 -4.17
H -0.83 -1.46 -3.91
H -3.09 -0.47 -3.54
H -3.14 -0.12 -5.18
H -2.45 1.07 -4.26

# 5
27
Properties=species:S:1:pos:R:3 method="wB97M-V/def2-TZVPD" smiles=Cc1ccc(O)cc1.CCC largest_force_ev_per_a=2.0 de_lowest_kj_mol=178.87 lumo_energy_ev=0.819 homo_lumo_gap_ev=9.24 charge=0 e_homo_ev=-8.4
C 0.36 1.52 2.17
C 1.23 0.71 1.22
C 1.49 -0.65 1.46
C 2.18 -1.37 0.53
C 2.41 -0.87 -0.77
O 3.05 -1.75 -1.62
C 1.96 0.39 -1.08
C 1.61 1.26 0.02
H 0.75 2.53 2.35
H 0.27 0.90 3.07
H -0.62 1.59 1.64
H 1.32 -0.97 2.52
H 2.52 -2.36 0.71
H 2.80 -1.45 -2.51
H 2.09 0.71 -2.11
H 1.64 2.33 -0.12
C -2.44 -1.27 -0.02
C -2.88 0.11 -0.53
C -1.71 0.61 -1.43
H -2.53 -2.00 -0.80
H -2.90 -1.59 0.93
H -1.35 -1.41 0.16
H -3.85 0.16 -1.06
H -3.14 0.64 0.39
H -0.73 0.15 -1.32
H -1.95 0.41 -2.47
H -1.57 1.68 -1.32